59
Properties=species:S:1:pos:R:3:forces:R:3 method="wB97M-V/def2-TZVPD" energy_ha=-4391.1851 e_lumo_ev="2.65 / 2.62" homo_lumo_gap_ev="5.0 / 7.0" spin_multiplicity=5 de_lowest_kj_mol=0.0 total_charge=-1
Os -0.135115 0.471564 0.065071 -0.7 -0.4 -0.5
O 1.501385 -0.263336 -0.937529 -0.6 0.6 -0.4
C 2.616485 -0.851036 -0.714329 1.0 -0.8 0.1
C 3.835285 -0.131936 -0.717129 -0.4 0.1 0.1
C 5.054085 -0.756236 -0.631129 0.1 -0.1 0.0
C 5.132485 -2.140636 -0.530329 0.2 -0.1 0.0
C 3.964085 -2.874536 -0.479229 0.0 0.0 0.0
C 2.714685 -2.267836 -0.550129 0.2 0.6 0.0
C 1.503685 -3.050536 -0.438129 -0.5 -0.2 0.0
N 0.330585 -2.620236 -0.028129 0.3 0.2 0.1
C -0.510115 -3.686136 -0.050429 0.0 -0.5 -0.1
C 0.149585 -4.793636 -0.496429 -0.3 -0.2 0.1
N 1.435785 -4.385036 -0.735529 0.1 0.1 0.0
H 3.776085 0.944264 -0.786929 -0.1 0.1 -0.1
H 5.959385 -0.162636 -0.648129 0.0 0.0 0.0
H 6.093285 -2.632136 -0.474729 0.0 -0.1 0.0
H 4.027185 -3.950236 -0.361729 0.0 -0.1 0.1
H -1.534815 -3.594636 0.261071 -0.2 0.0 0.0
H -0.162615 -5.809236 -0.654829 0.0 -0.1 0.0
H 2.181085 -4.955336 -1.096329 -0.1 0.1 0.0
Cl -4.065615 -1.253736 0.538071 -0.1 -0.4 0.3
C -4.140815 -0.329836 -0.921029 0.4 0.2 -0.4
C -5.370115 0.141664 -1.321729 -0.2 0.1 -0.2
C -5.486215 0.883964 -2.489029 -0.1 0.1 0.1
C -4.339815 1.181564 -3.218129 -0.3 0.1 -0.1
C -3.115615 0.712164 -2.810529 0.2 -0.3 0.3
C -2.958715 -0.105736 -1.666129 -0.8 0.4 -0.1
C -1.699115 -0.669136 -1.323129 1.4 -0.2 0.7
H -6.243615 -0.080936 -0.723029 0.0 0.0 0.0
H -6.458915 1.239064 -2.800529 0.0 0.0 -0.1
H -4.413215 1.768964 -4.124929 0.0 0.1 0.0
H -2.227015 0.944264 -3.383729 0.1 0.0 -0.1
H -1.015115 -0.785536 -2.166629 -0.1 -0.1 0.1
H -1.750515 -1.545836 -0.684729 0.0 0.0 -0.3
Se -1.778815 1.342364 1.430371 0.0 0.3 0.0
C -0.159615 1.189764 4.621071 -0.1 0.4 0.2
N 0.243985 -0.165736 4.281171 -0.3 0.1 0.4
C -0.462215 -1.230436 4.963371 -0.2 -0.3 0.2
C 0.590385 -0.342036 3.031271 0.6 -0.2 -0.7
N 0.995585 -0.400936 1.946971 0.0 -0.2 0.1
H -0.011615 1.332064 5.692671 0.0 0.0 0.0
H -1.200415 1.385064 4.342471 0.1 -0.1 0.1
H 0.465985 1.883364 4.064071 0.0 0.1 0.1
H -0.349015 -1.075736 6.039771 0.0 -0.1 -0.1
H -0.023915 -2.190636 4.690971 0.0 0.1 0.0
H -1.529915 -1.245836 4.713571 0.1 0.1 0.0
C 1.514285 3.634564 0.569371 -0.5 -0.5 -0.5
Si 0.417885 2.668864 -0.728729 0.2 1.7 0.0
C 1.505285 2.754664 -2.337329 -0.4 -0.3 0.6
C -1.085315 3.839464 -1.122929 0.5 -0.6 0.3
H 2.006585 4.479364 0.094371 0.1 0.2 -0.2
H 2.283185 2.988164 0.987871 0.1 -0.1 0.0
H 0.911885 4.011464 1.391171 -0.2 0.0 0.1
H 1.808185 3.777164 -2.545629 -0.1 0.3 0.1
H 0.982885 2.383164 -3.213729 -0.2 -0.1 -0.1
H 2.406285 2.163264 -2.226829 0.2 -0.2 0.0
H -0.762515 4.869764 -1.241629 0.2 0.2 -0.1
H -1.808915 3.807464 -0.312729 -0.1 -0.1 0.1
H -1.608215 3.549964 -2.030829 0.0 -0.2 -0.2